A structure of composition C3H13NO2. Source: the Open Molecules 2025 dataset; level of theory: ωB97M-V/def2-TZVPD.

Results
LUMO energy	-0.062	Ha
calculated total energy	-327.131103	Ha
Kohn-Sham gap	0.2480	Ha

Last column: Löwdin charge in e.
CARTESIAN COORDINATES (ANGSTROEM)
C (-1.8345, 0.5813, -1.1480)  -0.0416
C (-0.7110, -0.0460, -0.3176)  -0.4651
C (-0.0771, -1.2337, -1.0130)  -0.0155
N (-1.0079, -0.0561, 1.0812)  0.0154
H (-2.4090, 1.2398, -0.5106)  0.0800
H (-2.4670, -0.2553, -1.4604)  0.0988
H (-1.3607, 1.1850, -1.9282)  0.0928
H (0.0767, 0.9065, -0.3067)  0.0836
H (-0.5643, -2.1614, -0.6581)  0.1109
H (0.9150, -1.4134, -0.6179)  0.0881
H (-0.1778, -1.2314, -2.0811)  0.0817
H (-0.0053, -0.0105, 1.5750)  0.0289
H (-1.4496, -0.9592, 1.2394)  0.0899
H (0.5645, 1.4865, -0.0429)  0.3062
H (3.3199, 1.2018, 0.2011)  0.0496
O (2.5186, 0.6873, -0.0089)  -0.1375
H (2.0439, 0.3780, 0.8231)  -0.0582
H (1.2098, -0.1820, 3.0535)  -0.0370
O (1.4157, -0.1173, 2.1201)  -0.3708



An isolated molecule of C5H11N. Source: the Open Molecules 2025 dataset; level of theory: ωB97M-V/def2-TZVPD.

Results
LUMO energy (spin up / spin down)	0.032 / 0.033	Ha
calculated total energy	-251.741947	Ha
Kohn-Sham gap (spin up / spin down)	0.2874 / 0.2874	Ha

Last column: Löwdin charge in e.
CARTESIAN COORDINATES (ANGSTROEM)
C (1.9477, -0.2690, -0.4460)  -0.0439
N (0.7652, 0.3235, 0.1547)  -0.2715
C (0.6928, 0.9056, 1.3949)  -0.0357
C (-0.5209, -0.0096, -0.0657)  -0.3517
C (-1.6147, 1.0162, -0.2228)  -0.0753
C (-0.8703, -1.4236, -0.4281)  -0.0430
H (2.0990, -1.3000, -0.0975)  0.0819
H (1.8854, -0.2702, -1.5393)  0.0881
H (2.8135, 0.3193, -0.1278)  0.0897
H (1.1292, 1.8891, 1.5669)  0.0475
H (0.2899, 0.3259, 2.2197)  0.0482
H (-2.3746, 0.9433, 0.5656)  0.0752
H (-2.1485, 0.8798, -1.1820)  0.0741
H (-1.1968, 2.0256, -0.1859)  0.0772
H (-1.7919, -1.7552, 0.0691)  0.0827
H (-1.0384, -1.4823, -1.5123)  0.0865
H (-0.0666, -2.1183, -0.1635)  0.0700



A cluster of 2 separate species, C4H13NO in total. Source: the Open Molecules 2025 dataset; level of theory: ωB97M-V/def2-TZVPD.

Results
LUMO energy	0.033	Ha
calculated total energy	-290.162954	Ha
Kohn-Sham gap	0.3462	Ha
SMILES string	CCN(C)C.O

Last column: Löwdin charge in e.
CARTESIAN COORDINATES (ANGSTROEM)
C (1.0443, -0.9088, -1.2439)  -0.0901
C (0.2733, 0.3913, -1.0437)  -0.2694
N (-0.1962, 0.6885, 0.3128)  -0.2827
C (0.4894, 0.0893, 1.4470)  -0.1164
C (-0.3627, 2.1290, 0.4748)  -0.1138
H (0.8434, -1.2811, -2.2490)  0.0718
H (2.1181, -0.8063, -1.1168)  0.0740
H (0.6541, -1.6775, -0.5726)  0.0530
H (-0.6201, 0.3952, -1.6764)  0.1100
H (0.8897, 1.2229, -1.4186)  0.1026
H (1.5511, 0.3294, 1.5978)  0.0877
H (0.4223, -0.9971, 1.3375)  0.0639
H (-0.0814, 0.3299, 2.3413)  0.0818
H (-0.5557, 2.3776, 1.5194)  0.0772
H (0.5250, 2.6936, 0.1607)  0.0805
H (-1.2367, 2.4750, -0.0829)  0.0832
O (-2.0982, -2.7301, 0.3132)  -0.0560
H (-1.7724, -1.8447, 0.5107)  0.0140
H (-1.8874, -2.8761, -0.6115)  0.0286



A structure of composition C15H30FO15V. Source: the Open Molecules 2025 dataset; level of theory: ωB97M-V/def2-TZVPD.

Results
LUMO energy (spin up / spin down)	-0.066 / -0.066	Ha
multiplicity	4
charge	+1
calculated total energy	-2761.896465	Ha
Kohn-Sham gap (spin up / spin down)	0.2913 / 0.3963	Ha

Last column: Löwdin charge in e.
CARTESIAN COORDINATES (ANGSTROEM)
V (-0.2604, 1.2495, -0.4168)  0.9518
F (-0.9587, 3.1081, -0.8928)  -0.5386
C (2.6149, -2.7185, 1.9113)  -0.0440
O (2.1199, -1.6481, 1.1416)  0.0041
C (1.0237, -1.8228, 0.3642)  -0.5446
O (0.3830, -0.9016, -0.0383)  0.0952
O (0.8748, -3.1049, 0.0562)  0.0116
C (0.1052, -3.4743, -1.0849)  -0.0007
H (2.9637, -2.2271, 2.8246)  0.0994
H (3.5022, -3.1074, 1.4087)  0.1040
H (1.9346, -3.4948, 2.2540)  0.1027
H (0.7110, -3.3888, -1.9851)  0.1050
H (-0.8765, -3.0068, -1.1120)  0.0786
H (-0.1333, -4.5388, -1.0521)  0.1017
C (0.8825, -1.2390, -5.3073)  -0.0096
O (0.7224, -0.8455, -3.9303)  0.0278
C (0.1862, 0.3068, -3.5680)  -0.5567
O (0.1989, 0.6673, -2.4290)  0.0637
O (-0.5132, 0.9095, -4.5543)  -0.0054
C (-1.5521, 1.8364, -4.0992)  0.0209
H (0.0068, -1.7806, -5.6574)  0.1001
H (1.7838, -1.8082, -5.5200)  0.0970
H (0.9811, -0.3354, -5.9089)  0.0970
H (-2.1293, 2.3036, -4.8850)  0.1034
H (-1.0444, 2.5075, -3.4026)  0.0847
H (-2.1639, 1.2837, -3.3820)  0.0878
C (-3.2340, -2.1325, 0.2580)  -0.0474
O (-3.9041, -0.9139, 0.3680)  0.0390
C (-3.3392, 0.1990, -0.0974)  -0.5711
O (-2.2532, 0.2449, -0.6296)  0.0618
O (-4.0937, 1.2017, 0.2741)  0.0427
C (-3.7722, 2.5097, -0.2223)  -0.0113
H (-3.0483, -2.4050, -0.7820)  0.0979
H (-3.7792, -2.9400, 0.7439)  0.1057
H (-2.2737, -2.1552, 0.7850)  0.0880
H (-3.5429, 2.5978, -1.2813)  0.0970
H (-2.9302, 2.8815, 0.3587)  0.0693
H (-4.6385, 3.1324, -0.0096)  0.1031
C (-1.1173, -1.5653, 4.1342)  -0.0040
O (-0.5839, -0.9253, 2.9597)  0.0157
C (-0.9855, 0.3185, 2.6778)  -0.5505
O (-0.7972, 0.8120, 1.5869)  0.0440
O (-1.5899, 0.9296, 3.6557)  0.0463
C (-1.9436, 2.2927, 3.4528)  -0.0038
H (-0.8884, -0.9882, 5.0268)  0.1045
H (-0.5267, -2.4758, 4.2376)  0.0967
H (-2.1477, -1.8830, 3.9942)  0.1064
H (-2.5443, 2.5809, 2.5955)  0.0916
H (-1.1094, 2.9981, 3.5033)  0.1105
H (-2.4445, 2.6669, 4.3472)  0.1051
C (4.6803, 0.7129, -1.0799)  -0.0289
O (3.2952, 0.8558, -0.7778)  0.0240
C (2.8651, 1.4528, 0.3480)  -0.5592
O (1.7342, 1.8068, 0.5565)  0.0915
O (3.8874, 1.6993, 1.1451)  0.0036
C (3.6364, 2.3182, 2.4083)  -0.0056
H (4.9713, -0.3073, -0.8269)  0.0986
H (5.4025, 1.3243, -0.5396)  0.0980
H (4.9151, 0.9044, -2.1246)  0.0997
H (3.1803, 1.6557, 3.1426)  0.0998
H (2.9712, 3.1743, 2.2944)  0.1020
H (4.5855, 2.6919, 2.7816)  0.1019



An isolated molecule of C4H10N2. Source: the Open Molecules 2025 dataset; level of theory: ωB97M-V/def2-TZVPD.

Results
LUMO energy	0.037	Ha
calculated total energy	-267.833237	Ha
Kohn-Sham gap	0.3521	Ha
SMILES string	CCC/N=C\N

Last column: Löwdin charge in e.
CARTESIAN COORDINATES (ANGSTROEM)
C (-1.2384, -1.2907, -1.7384)  -0.1288
C (0.2038, -0.8579, -1.3265)  -0.1867
C (0.0990, -0.0510, 0.1373)  -0.2972
N (1.3329, 0.3270, 0.6250)  -0.0187
C (1.4195, 1.1626, 1.5863)  -0.2793
N (0.3219, 1.2698, 2.4373)  0.0860
H (-1.5524, -2.1796, -1.2441)  0.0550
H (-1.1049, -1.4972, -2.7494)  0.0345
H (-1.9772, -0.5079, -1.6256)  0.0675
H (0.4790, -0.0964, -2.1051)  0.1006
H (0.9564, -1.6747, -1.1521)  0.1065
H (-0.5608, 0.7630, -0.0624)  0.0938
H (-0.4639, -0.7132, 0.8545)  0.1240
H (2.0468, 2.0927, 1.3194)  0.1506
H (0.5639, 1.9899, 3.0581)  0.0584
H (-0.5256, 1.2635, 1.9856)  0.0339



A cluster of 4 separate species, C28H50F4NO13S in total. Source: the Open Molecules 2025 dataset; level of theory: ωB97M-V/def2-TZVPD.

Results
LUMO energy	-0.185	Ha
charge	+1
calculated total energy	-2926.946648	Ha
Kohn-Sham gap	0.2509	Ha

Last column: Löwdin charge in e.
CARTESIAN COORDINATES (ANGSTROEM)
C (6.0115, -4.0717, 3.1324)  -0.0746
C (5.6256, -4.4318, 1.5853)  -0.2463
O (4.1909, -4.3945, 1.3506)  -0.2317
C (3.8494, -4.9181, 0.0428)  -0.1992
C (4.0691, -3.8342, -1.1596)  -0.1653
C (2.7258, -3.0211, -1.5151)  -0.1836
C (2.7515, -1.4609, -1.1179)  -0.1788
C (3.5697, -1.2203, 0.2470)  -0.1216
C (3.2940, 0.2397, 0.9325)  -0.3669
C (4.3060, 0.1411, 2.2244)  -0.1262
C (5.6148, 1.0967, 2.0650)  -0.1457
C (6.7851, 0.3968, 1.1638)  -0.2183
O (8.0155, 1.1415, 1.4617)  -0.1086
C (1.7299, 0.4169, 1.3734)  -0.4368
C (1.0647, -0.7080, 2.3029)  -0.0891
C (-0.2692, -1.2264, 1.5032)  -0.1721
O (-1.4935, -0.6748, 2.0981)  -0.1749
C (-1.9486, -1.5639, 3.1521)  -0.0766
C (-3.0131, -2.6421, 2.6223)  -0.3191
F (-3.7465, -3.1892, 3.7362)  0.0566
F (-2.3841, -3.7382, 1.9245)  0.0441
F (-3.9767, -2.1018, 1.7187)  0.0583
S (1.9605, 2.1511, 2.0484)  1.0159
C (2.8740, 2.5858, 0.4747)  -0.1571
N (3.5094, 1.4603, 0.0500)  -0.0877
C (4.2686, 1.5946, -1.2308)  -0.0125
C (3.1721, 2.0369, -2.3553)  -0.2761
O (3.2602, 3.0917, -3.0220)  0.1226
F (2.0095, 1.2215, -2.5813)  0.0322
H (6.5586, -3.0638, 3.1216)  0.0575
H (6.7627, -4.8524, 3.5400)  0.0877
H (5.0711, -3.9885, 3.7832)  0.0832
H (6.0889, -3.6576, 0.8558)  0.1128
H (6.0507, -5.4901, 1.4100)  0.1261
H (4.5982, -5.7822, -0.1682)  0.1238
H (2.8076, -5.4125, -0.0034)  0.1366
H (4.3111, -4.4847, -2.0906)  0.1220
H (4.9985, -3.1819, -0.9954)  0.0983
H (2.5962, -3.0793, -2.6659)  0.1218
H (1.8263, -3.5403, -1.0003)  0.1179
H (1.6519, -1.1369, -0.9774)  0.1069
H (3.2407, -0.8997, -1.9972)  0.1005
H (4.7039, -1.2975, 0.0162)  0.1169
H (3.3226, -2.0408, 1.0032)  0.1159
H (4.7319, -0.9372, 2.2669)  0.1159
H (3.7587, 0.2911, 3.2225)  0.1151
H (6.0721, 1.1541, 3.1300)  0.1364
H (5.3678, 2.1604, 1.7268)  0.1041
H (6.9899, -0.6847, 1.4695)  0.1286
H (6.5598, 0.5416, 0.0494)  0.1026
H (7.8829, 2.0865, 1.2123)  0.0966
H (1.2573, 0.6477, 0.3458)  0.1137
H (0.6971, -0.3106, 3.3117)  0.1334
H (1.7489, -1.6309, 2.3905)  0.1296
H (-0.2802, -0.8464, 0.4067)  0.1327
H (-0.2988, -2.3775, 1.4185)  0.1350
H (-1.0222, -2.1467, 3.5289)  0.1520
H (-2.3463, -0.9001, 3.9992)  0.1589
H (2.8745, 3.5974, -0.0536)  0.1609
H (5.0202, 2.4707, -1.2057)  0.1665
H (4.7221, 0.6188, -1.6221)  0.1429
C (-2.2804, 2.5898, 2.8580)  -0.0536
O (-2.9902, 3.7903, 2.5645)  0.0100
C (-2.2080, 4.8174, 2.1890)  -0.5930
O (-1.0029, 4.7931, 2.0887)  0.0950
O (-2.9990, 5.8743, 1.9447)  0.0070
C (-2.2995, 7.0479, 1.5329)  -0.0421
H (-3.0104, 1.8331, 3.1482)  0.0932
H (-1.7453, 2.2323, 1.9749)  0.0860
H (-1.5911, 2.7435, 3.6924)  0.0978
H (-1.7648, 6.8696, 0.5970)  0.0974
H (-1.6119, 7.3809, 2.3137)  0.0991
H (-3.0366, 7.8339, 1.3645)  0.0980
C (-4.2783, 2.0850, -3.6336)  -0.0376
O (-3.4630, 1.1052, -2.9888)  -0.0060
C (-4.1561, 0.1308, -2.3757)  -0.5855
O (-5.3581, 0.0346, -2.3362)  0.1224
O (-3.2759, -0.7180, -1.8140)  -0.0058
C (-3.8769, -1.8123, -1.1218)  -0.0461
H (-3.6161, 2.8199, -4.0934)  0.0927
H (-4.8839, 1.6267, -4.4186)  0.1005
H (-4.9122, 2.5979, -2.9068)  0.1024
H (-4.4665, -2.4254, -1.8077)  0.1049
H (-4.4938, -1.4536, -0.2973)  0.0849
H (-3.0763, -2.4285, -0.7106)  0.0838
C (-10.0687, 2.9227, -5.5526)  -0.0490
O (-10.1444, 1.5708, -5.1049)  -0.0013
C (-9.1439, 1.2042, -4.2844)  -0.5944
O (-8.2314, 1.9075, -3.9197)  0.1139
O (-9.3366, -0.0808, -3.9416)  0.0003
C (-8.3416, -0.6092, -3.0648)  -0.0498
H (-10.9230, 3.1064, -6.2053)  0.0943
H (-10.1252, 3.6126, -4.7073)  0.0978
H (-9.1537, 3.0883, -6.1262)  0.0968
H (-8.3295, -0.0607, -2.1203)  0.0995
H (-7.3585, -0.5846, -3.5381)  0.0776
H (-8.5976, -1.6491, -2.8561)  0.0950